Density functional theory data (the ωB97M-V functional and the def2-TZVPD basis) for 2 unconnected molecules or ions with the total composition C19H25Br4N5O3S at a distorted geometry.

The calculation puts the total energy at -11932.80929 hartree. The value obtained for the gap between HOMO and LUMO is 8.743 eV. The molar mass is 723.1 g/mol. As for the SMILES: CNC(=O)CSc1nc2c(Br)c(Br)c(Br)c(Br)c2n1C.CNC(=O)[C@@H](NC(C)=O)C(C)C.

```
57
C19H25Br4N5O3S | OMol25 | the ωB97M-V functional and the def2-TZVPD basis
C -7.2022 4.4286 1.0062
N -7.0670 3.1793 1.7446
C -7.4511 1.9522 1.2385
O -7.9929 1.8968 0.1458
C -7.3463 0.7335 2.1485
S -7.6480 -0.8815 1.3077
C -6.0437 -1.1607 0.6266
N -5.3277 -0.1915 0.1168
C -4.1648 -0.7944 -0.3273
C -3.1106 -0.1800 -1.0032
Br -3.2006 1.6868 -1.4279
C -2.0011 -0.9517 -1.3712
Br -0.5591 -0.1267 -2.3215
C -1.9525 -2.3203 -1.0482
Br -0.4125 -3.3571 -1.5325
C -3.0294 -2.9296 -0.3767
Br -2.9485 -4.7970 0.0542
C -4.1483 -2.1507 -0.0324
N -5.3716 -2.3835 0.5803
C -5.8694 -3.6745 1.0825
H -6.6073 4.3972 0.0872
H -8.2496 4.6067 0.7413
H -6.8544 5.2687 1.6143
H -6.5736 3.1889 2.6312
H -8.0813 0.8540 2.9457
H -6.3503 0.7189 2.5960
H -6.8793 -3.5799 1.4911
H -5.2140 -4.0471 1.8756
H -5.9005 -4.4070 0.2697
C 8.1323 1.8316 -1.8416
N 7.1233 1.0393 -1.1423
C 6.3747 0.0859 -1.7092
O 6.4924 -0.1977 -2.8951
C 5.3805 -0.7059 -0.8400
N 5.7232 -0.8668 0.5940
C 5.8737 0.0684 1.5339
C 6.1532 -0.4362 2.9290
O 5.8022 1.2705 1.3277
C 3.9118 -0.2402 -1.0188
C 3.7281 1.2572 -1.3100
C 3.2484 -1.0238 -2.1556
H 8.8297 1.1690 -2.3579
H 7.6461 2.4725 -2.5791
H 8.6816 2.4506 -1.1309
H 6.9074 1.2785 -0.1805
H 5.4283 -1.7152 -1.2469
H 5.8326 -1.8167 0.9110
H 7.1199 -0.9357 2.9462
H 6.1659 0.4111 3.6138
H 5.3693 -1.1299 3.2273
H 3.3564 -0.4736 -0.1090
H 2.6648 1.4956 -1.3358
H 4.1904 1.8566 -0.5280
H 4.1657 1.5207 -2.2733
H 3.7822 -0.8505 -3.0912
H 3.2572 -2.0893 -1.9275
H 2.2160 -0.7042 -2.2732
```

Density functional theory data (the ωB97M-V functional and the def2-TZVPD basis) for a molecular structure, C19H25Cl2N3ORuS2.

The spin multiplicity is 2. The calculation puts the total energy at -2789.94453 hartree. The value obtained for the gap between HOMO and LUMO (alpha / beta) is 6.758 / 6.872 eV. The relative energy (zero: lowest compared OMol25 entry of this formula, charge and spin) is 44.0 kJ/mol. The molar mass is 547.5 g/mol. As for the net charge: +1.

```
53
C19H25Cl2N3ORuS2 | OMol25 | the ωB97M-V functional and the def2-TZVPD basis
Ru -0.0162 0.6548 0.0370
C -2.8647 -0.2660 0.5416
N -1.7770 -0.5297 -0.4501
C -2.3180 -0.3052 -1.8079
C -1.3731 -1.9283 -0.1990
C -2.1059 -2.9925 -0.6871
C -1.8245 -4.2833 -0.2627
C -0.8485 -4.4750 0.7004
C -0.1073 -3.4083 1.1893
C -0.3172 -2.1171 0.7050
N 0.4020 -0.9637 1.0200
C 1.5294 -0.8488 1.8464
C 2.4230 -1.8638 2.1727
C 3.5679 -1.5892 2.9121
C 3.8522 -0.3034 3.3281
C 2.9871 0.7283 2.9785
C 1.8549 0.4601 2.2394
N 0.9049 1.5159 1.8234
C 1.5714 2.8176 1.6152
C -0.0900 1.6453 2.9264
H -3.6738 -0.9797 0.3803
H -3.2498 0.7415 0.4124
H -2.4705 -0.3916 1.5475
H -3.2900 -0.7856 -1.9265
H -1.6323 -0.6888 -2.5563
H -2.4443 0.7670 -1.9478
H -2.9119 -2.8277 -1.3891
H -2.3843 -5.1197 -0.6562
H -0.6501 -5.4682 1.0805
H 0.6205 -3.6024 1.9590
H 2.2847 -2.8655 1.8018
H 4.2488 -2.3976 3.1424
H 4.7454 -0.0912 3.8982
H 3.2245 1.7383 3.2810
H 1.9441 3.2194 2.5578
H 0.8391 3.5151 1.2153
H 2.3916 2.7010 0.9114
H 0.4225 1.9932 3.8256
H -0.5355 0.6725 3.1189
H -0.8618 2.3605 2.6496
Cl 3.2468 -0.0140 -0.8749
C 2.6050 -0.6024 -2.4023
Cl 0.9487 -1.2143 -2.2354
H 3.2194 -1.4255 -2.7464
H 2.5930 0.2107 -3.1194
C -1.8765 5.1825 -1.3920
O -0.7813 4.3545 -1.8491
C -0.5916 3.2172 -1.2617
S -1.4821 2.5392 0.0161
S 0.6666 2.1637 -1.6793
H -1.8381 6.0750 -2.0050
H -1.7343 5.4294 -0.3415
H -2.8181 4.6565 -1.5377
```

Density functional theory data (the ωB97M-V functional and the def2-TZVPD basis) for a molecular structure, C19H25CsN5O2 at a distorted geometry.

The calculation puts the total energy at -1183.40466 hartree. The value obtained for the gap between HOMO and LUMO is 4.948 eV. The relative energy (zero: lowest compared OMol25 entry of this formula, charge and spin) is 198.0 kJ/mol. The molar mass is 488.3 g/mol. As for the net charge: -1.

```
52
C19H25CsN5O2 | OMol25 | the ωB97M-V functional and the def2-TZVPD basis
Cs -0.5029 -0.9939 0.4594
C -1.4182 -1.8101 -4.0819
C -0.9418 -2.1110 -2.6545
O -0.8726 -1.1148 -1.8725
C -0.6653 -3.4469 -2.3908
C -0.2830 -4.0823 -1.1597
C -0.0243 -5.5759 -1.2023
N -0.1805 -3.4303 -0.0490
N 0.1396 -4.1669 1.0853
C 0.0506 -3.5090 2.2194
O -0.2346 -2.2874 2.4368
C 0.2571 -4.4028 3.4177
C 0.8140 -5.6789 3.3295
C 0.9618 -6.4685 4.4586
C 0.5483 -6.0050 5.7027
C -0.0016 -4.7346 5.8014
C -0.1368 -3.9410 4.6718
H -1.0527 -0.8278 -4.3843
H -2.5111 -1.7782 -4.0956
H -1.0829 -2.5595 -4.8002
H -0.7764 -4.1215 -3.2314
H -0.0841 -5.9644 -2.2184
H -0.7473 -6.0934 -0.5696
H 0.9631 -5.7832 -0.7873
H 1.1165 -6.0341 2.3538
H 1.3977 -7.4579 4.3735
H 0.6568 -6.6242 6.5857
H -0.3274 -4.3590 6.7653
H -0.5493 -2.9425 4.7369
C 3.0089 5.3664 1.4537
C 1.6711 4.6559 1.5622
N 1.7477 3.4354 0.7834
C 2.8157 2.5614 0.9623
N 2.5984 1.3178 0.7982
C 3.6931 0.3672 0.8472
C 5.0483 1.0277 0.6229
C 5.1386 2.2487 1.5213
N 4.0512 3.1611 1.2098
C 4.0994 4.4212 1.9274
H 3.0149 6.2739 2.0596
H 3.1852 5.6382 0.4114
H 0.8704 5.2752 1.1570
H 1.4434 4.4630 2.6215
H 0.8925 2.9071 0.7016
H 3.5083 -0.3979 0.0915
H 3.6755 -0.1386 1.8186
H 5.1256 1.3479 -0.4188
H 5.8679 0.3391 0.8360
H 6.0782 2.7852 1.3677
H 5.1001 1.9378 2.5766
H 5.0846 4.8656 1.7651
H 3.9944 4.2587 3.0131
```

Density functional theory data (the ωB97M-V functional and the def2-TZVPD basis) for a molecular structure, C19H25F6N2ORuS5.

The spin multiplicity is 2. The calculation puts the total energy at -3608.36190 hartree. The value obtained for the gap between HOMO and LUMO (alpha / beta) is 8.200 / 6.535 eV. The relative energy (zero: lowest compared OMol25 entry of this formula, charge and spin) is 0.0 kJ/mol. The molar mass is 672.8 g/mol. As for the net charge: +2.

```
59
C19H25F6N2ORuS5 | OMol25 | the ωB97M-V functional and the def2-TZVPD basis
Ru 0.0325 -0.2940 -0.0019
C 2.1778 0.0025 -2.5569
C 2.9128 -0.6260 -1.3731
S 2.2969 0.2074 0.0992
C 2.7575 -0.6750 1.6063
C 1.9609 0.0489 2.6883
S 0.1567 -0.1530 2.3851
C -0.5668 1.5040 2.7566
C -1.2949 2.1463 1.5711
S -0.1391 2.0416 0.1802
C -0.8980 2.5042 -1.3924
C 0.0270 1.9364 -2.4708
S 0.3446 0.1132 -2.3398
H 2.3422 -0.6003 -3.4480
H 2.5391 1.0101 -2.7582
H 3.9830 -0.4408 -1.4687
H 2.7324 -1.6888 -1.2912
H 3.8271 -0.5724 1.7863
H 2.4827 -1.7248 1.5079
H 2.2079 1.1106 2.7130
H 2.1669 -0.3811 3.6667
H 0.2439 2.1385 3.1123
H -1.2695 1.3562 3.5752
H -1.5059 3.1924 1.7928
H -2.2205 1.6271 1.3317
H -0.9184 3.5908 -1.4771
H -1.9070 2.1139 -1.4641
H 0.9972 2.4319 -2.4365
H -0.4090 2.1080 -3.4530
N -2.6388 0.0044 -2.3327
C -2.9867 -0.1527 -1.0251
N -2.1671 -0.5548 -0.0765
C -2.9128 -0.8138 1.1015
C -2.4981 -1.5566 2.2023
C -3.3582 -1.7009 3.2775
C -4.6348 -1.1394 3.2629
C -5.0950 -0.4778 2.1394
C -4.2274 -0.3472 1.0637
S -4.6011 0.2293 -0.5350
H -2.0307 -0.7203 -2.6899
H -3.4017 0.2126 -2.9618
H -1.5463 -2.0627 2.1898
H -3.0451 -2.2860 4.1317
H -5.2894 -1.2665 4.1138
H -6.1094 -0.1062 2.0882
C -0.0510 -4.4706 0.8042
C 0.0963 -3.4788 -0.3474
O 0.3963 -2.2144 0.1712
C -1.1924 -3.5177 -1.1965
F -1.1998 -2.5498 -2.1466
F -2.2695 -3.3213 -0.4297
F -1.3411 -4.6789 -1.8199
C 1.2966 -3.9187 -1.2203
F 1.4079 -3.1489 -2.3270
F 1.2295 -5.1804 -1.6047
F 2.4361 -3.7601 -0.5215
H -0.8506 -4.1411 1.4634
H 0.8821 -4.5094 1.3626
H -0.2867 -5.4689 0.4394
```

Density functional theory data (the ωB97M-V functional and the def2-TZVPD basis) for a molecular structure, C19H25MnN8O2S at a distorted geometry.

The spin multiplicity is 5. The calculation puts the total energy at -2876.22870 hartree. The value obtained for the gap between HOMO and LUMO (alpha / beta) is 6.192 / 6.426 eV. The molar mass is 484.5 g/mol. As for the net charge: +2.

```
56
C19H25MnN8O2S | OMol25 | the ωB97M-V functional and the def2-TZVPD basis
Mn 1.3448 0.1313 -0.6384
S 0.2106 -1.8499 -0.5012
C 1.6070 -2.8696 -0.9677
N 1.3119 -4.0956 -1.2900
N 2.0886 -5.0082 -1.7724
C 3.4699 -5.0660 -1.8766
C 4.3042 -4.5445 -0.8814
C 5.6729 -4.5949 -1.0449
C 6.2262 -5.1418 -2.1982
C 5.4007 -5.6984 -3.1680
C 4.0309 -5.6905 -3.0013
N 2.7830 -2.2452 -1.0632
N 2.7145 -0.9613 -0.9570
C 3.8804 -0.1797 -1.0136
C 5.1091 -0.6064 -0.5120
C 6.1830 0.2629 -0.5224
C 6.0425 1.5473 -1.0319
C 4.8349 1.9618 -1.5811
C 3.7466 1.1067 -1.5740
H 1.5649 -5.7874 -2.1720
H 3.8696 -4.1594 0.0263
H 6.3200 -4.2230 -0.2649
H 7.2981 -5.1644 -2.3247
H 5.8372 -6.1416 -4.0499
H 3.3875 -6.1326 -3.7481
H 5.1964 -1.6071 -0.1224
H 7.1294 -0.0778 -0.1316
H 6.8817 2.2244 -1.0203
H 4.7582 2.9358 -2.0410
H 2.8197 1.3804 -2.1019
N 1.2371 0.8436 1.6344
C 0.5350 2.1519 1.5896
C -0.8184 2.0642 2.3138
C -1.7425 3.2833 2.1934
C -1.1439 4.6268 2.6614
N -0.7934 5.4545 1.5239
C -1.3019 6.6113 1.1339
N -2.0698 7.3719 1.9125
N -0.9901 7.0487 -0.0885
C 0.3231 2.5311 0.0942
O 0.2459 3.7035 -0.2422
O 0.2610 1.5305 -0.6814
H 0.6544 0.1605 2.1276
H 2.1081 0.9112 2.1598
H 1.1599 2.9299 2.0439
H -0.6161 1.8877 3.3744
H -1.3581 1.2002 1.9138
H -2.6189 3.0634 2.8038
H -2.0845 3.3944 1.1627
H -0.2380 4.4560 3.2489
H -1.8622 5.1392 3.2984
H -0.2721 4.9209 0.8124
H -2.2696 7.1264 2.8658
H -2.4315 8.2491 1.5730
H -0.4440 6.4786 -0.7140
H -1.3260 7.9312 -0.4337
```

Density functional theory data (the ωB97M-V functional and the def2-TZVPD basis) for 2 unconnected molecules or ions with the total composition C19H25N2O at a distorted geometry.

The calculation puts the total energy at -923.46483 hartree. The value obtained for the gap between HOMO and LUMO is 4.900 eV. The relative energy (zero: lowest compared OMol25 entry of this formula, charge and spin) is 266.5 kJ/mol. The molar mass is 297.4 g/mol. As for the net charge: +1.

```
47
C19H25N2O | OMol25 | the ωB97M-V functional and the def2-TZVPD basis
C 4.7891 -1.4004 1.7180
O 4.3088 -0.0354 1.6763
C 2.9755 0.1975 1.7875
C 2.5490 1.5493 1.6705
C 1.2148 1.8497 1.7160
C 0.2175 0.8416 1.9159
C -1.1428 1.2331 1.9174
C -2.3190 0.4442 1.7965
C -3.5647 1.1200 1.9836
C -4.7690 0.4418 1.9293
C -4.7869 -0.9469 1.7105
C -3.5794 -1.6327 1.4969
C -2.3675 -0.9465 1.4695
C 0.6764 -0.4876 2.1398
C 2.0142 -0.8209 2.0181
H 5.8696 -1.3048 1.6075
H 4.5528 -1.8834 2.6760
H 4.3814 -1.9956 0.8893
H 3.3001 2.3244 1.5142
H 0.8759 2.8775 1.5822
H -1.3077 2.3122 1.9477
H -3.5370 2.1967 2.1706
H -5.7036 0.9878 2.0682
H -5.7366 -1.4793 1.6988
H -3.6026 -2.7130 1.3394
H -1.4611 -1.4724 1.1705
H -0.0281 -1.2672 2.4203
H 2.3453 -1.8608 2.0997
N -1.3395 3.8172 4.7428
C -0.5244 3.5534 5.9213
C -0.7768 2.1173 6.3704
C -0.0136 1.7425 7.6591
C 0.3569 0.2625 7.4671
C 0.2938 0.0118 5.9360
N -0.3735 1.1585 5.4070
H -2.3191 3.6615 4.9806
H -1.2409 4.7932 4.4771
H 0.5399 3.6655 5.6644
H -0.7578 4.2181 6.7711
H -1.8627 2.0390 6.5966
H 0.8952 2.3542 7.7337
H -0.6198 1.9279 8.5512
H 1.3438 0.0344 7.8762
H -0.3803 -0.3682 7.9773
H 1.3172 -0.0874 5.5284
H -0.2210 -0.9397 5.7182
H -0.6717 1.2149 4.4376
```

Density functional theory data (the ωB97M-V functional and the def2-TZVPD basis) for C19H25N3O2 in the gas phase.

The calculation puts the total energy at -1053.81137 hartree. The value obtained for the gap between HOMO and LUMO is 8.513 eV. The relative energy (zero: lowest compared OMol25 entry of this formula, charge and spin) is 9.9 kJ/mol. The molar mass is 327.4 g/mol. As for the SMILES: CC[C@]1(C)Cc2ccccc2-c2nc(NCCCO)n(C)c(=O)c21.

```
49
C19H25N3O2 | OMol25 | the ωB97M-V functional and the def2-TZVPD basis
C -3.0745 -1.3277 -2.0313
C -2.3581 -2.5788 -1.5345
C -1.3862 -2.3455 -0.3616
C -0.6144 -3.6474 -0.0958
C -2.2001 -1.9685 0.8867
C -1.3557 -1.4863 2.0219
C -1.6664 -1.7628 3.3434
C -0.9040 -1.2347 4.3720
C 0.1756 -0.4148 4.0858
C 0.4990 -0.1358 2.7720
C -0.2589 -0.6709 1.7348
C 0.1163 -0.4530 0.3401
N 1.0026 0.5474 0.1163
C 1.4499 0.7267 -1.0887
N 2.3414 1.7307 -1.3128
C 2.6018 2.7077 -0.2802
C 1.5178 3.7839 -0.1909
C 1.8303 4.8033 0.9058
O 0.8284 5.7793 1.0440
N 1.1321 -0.0934 -2.1285
C 1.7609 0.0504 -3.4237
C 0.2440 -1.1850 -1.9584
O 0.0957 -1.9577 -2.8918
C -0.3670 -1.2629 -0.6590
H -3.7265 -0.9003 -1.2721
H -2.3561 -0.5695 -2.3342
H -3.6863 -1.5777 -2.8952
H -1.7960 -3.0025 -2.3655
H -3.1000 -3.3158 -1.2170
H -0.0074 -3.9006 -0.9614
H -1.3049 -4.4662 0.0959
H 0.0369 -3.5303 0.7686
H -2.8893 -1.1580 0.6302
H -2.8004 -2.8260 1.1972
H -2.5132 -2.3954 3.5700
H -1.1549 -1.4612 5.3981
H 0.7659 0.0022 4.8886
H 1.3412 0.4914 2.5256
H 2.4386 2.0543 -2.2621
H 3.5733 3.1637 -0.4888
H 2.6530 2.1662 0.6647
H 1.4318 4.3012 -1.1527
H 0.5625 3.3049 0.0291
H 2.8039 5.2769 0.7050
H 1.8837 4.3029 1.8748
H 0.7136 6.2341 0.2019
H 1.4408 0.9721 -3.9160
H 2.8474 0.0318 -3.3301
H 1.4318 -0.8021 -4.0201
```

Density functional theory data (the ωB97M-V functional and the def2-TZVPD basis) for C19H25N3OS in the gas phase.

The calculation puts the total energy at -1376.68648 hartree. The value obtained for the gap between HOMO and LUMO is 8.651 eV. The relative energy (zero: lowest compared OMol25 entry of this formula, charge and spin) is 211.9 kJ/mol. The molar mass is 343.5 g/mol. As for the SMILES: CSc1ccc(C(=O)[C@@H]2CCCN(CCCn3cccn3)C2)cc1.

```
49
C19H25N3OS | OMol25 | the ωB97M-V functional and the def2-TZVPD basis
C -8.6831 0.9382 -0.0591
S -7.7135 -0.5575 -0.4040
C -6.0421 -0.0314 -0.2536
C -5.6538 1.2498 0.1214
C -4.3123 1.5566 0.2021
C -3.3241 0.6108 -0.0777
C -1.9125 1.0495 0.0330
O -1.6348 2.2219 0.1785
C -0.8407 -0.0236 0.0002
C -0.8495 -0.8053 1.3198
C 0.2673 -1.8412 1.2780
C 1.6060 -1.1685 0.9879
N 1.5467 -0.4529 -0.2747
C 2.8445 0.0681 -0.6754
C 3.7647 -1.0465 -1.1985
C 4.9566 -1.3234 -0.2742
N 5.8177 -0.1780 -0.1747
C 6.7424 0.2366 -1.0627
C 7.2629 1.4142 -0.5790
C 6.5721 1.6333 0.6194
N 5.7038 0.6661 0.8453
C 0.5428 0.5937 -0.2049
C -3.7279 -0.6731 -0.4533
C -5.0655 -0.9868 -0.5393
H -8.4303 1.7158 -0.7737
H -8.5127 1.2665 0.9619
H -9.7215 0.6469 -0.1832
H -6.3832 2.0099 0.3504
H -3.9985 2.5492 0.4895
H -1.0283 -0.7140 -0.8262
H -1.8162 -1.2866 1.4792
H -0.6777 -0.1099 2.1451
H 0.3255 -2.3732 2.2292
H 0.0592 -2.5669 0.4896
H 2.3812 -1.9336 0.9201
H 1.8661 -0.4882 1.8198
H 3.3404 0.6034 0.1514
H 2.6677 0.7911 -1.4741
H 3.1796 -1.9588 -1.3160
H 4.1519 -0.7725 -2.1812
H 4.6142 -1.5486 0.7375
H 5.5352 -2.1702 -0.6563
H 6.9664 -0.3249 -1.9476
H 8.0261 2.0237 -1.0174
H 6.6749 2.4424 1.3147
H 0.5479 1.1493 -1.1459
H 0.7456 1.3093 0.6097
H -3.0032 -1.4336 -0.6965
H -5.3781 -1.9771 -0.8345
```